Here is 11 unconnected molecules or ions with the total composition C36H84ClFN10O10Si in a non-equilibrium geometry from OMol25. Energies are from wB97M-V/def2-TZVPD.

Output
Calculated total energy, eV: -97186.9743
LUMO energy, eV: 0.44
HOMO energy, eV: -8.44
SMILES: C[C@@H](Cl)C[SiH2]CCCF.CN(C)C=O.CN(C)C=O.CN(C)C=O.CN(C)C=O.CN(C)C=O.CN(C)C=O.CN(C)C=O.CN(C)C=O.CN(C)C=O.CN(C)C=O

Structure (ORCA input):
```
! RIJCOSX wB97M-V def2-TZVPD def2/J DEFGRID3
* xyz 0 1
C -1.1695 -0.0818 1.2196
C -0.5262 -0.3289 -0.2025
Cl 0.3941 -1.9159 -0.3156
C -1.6312 -0.3664 -1.3644
Si -2.2094 1.4709 -1.5869
C -0.7893 2.3140 -2.6026
C -0.2636 3.6557 -1.9339
C 1.2298 3.6002 -1.4502
F 1.3722 3.0599 -0.1312
H -2.1695 -0.6087 1.2489
H -0.4510 -0.4939 1.9791
H -1.3977 1.0053 1.4125
H 0.1666 0.5138 -0.4986
H -2.4738 -1.0650 -1.1320
H -1.0979 -0.6212 -2.3220
H -2.3832 2.1660 -0.3069
H -3.4419 1.4192 -2.3658
H -1.2550 2.5370 -3.6079
H 0.0863 1.6070 -2.7392
H -0.3929 4.5092 -2.6503
H -0.8921 3.8899 -1.0283
H 1.5843 4.6735 -1.3731
H 1.9253 3.1025 -2.1769
C 5.5749 4.3901 -1.9027
O 5.4063 3.4265 -2.6289
N 5.3675 4.4058 -0.5628
C 5.5903 5.5986 0.2333
C 4.9094 3.1939 0.0915
H 5.9207 5.3599 -2.2961
H 6.3492 5.3852 0.9906
H 4.6544 5.8803 0.7225
H 5.9306 6.4253 -0.3891
H 5.6393 2.3984 -0.0771
H 3.9532 2.8937 -0.3412
H 4.7882 3.3615 1.1605
C 7.7355 8.8503 0.1288
O 6.7540 8.1694 -0.1097
N 8.8992 8.8107 -0.5651
C 10.0288 9.6543 -0.2219
C 9.0170 7.8963 -1.6854
H 7.7509 9.5758 0.9574
H 10.2747 10.2882 -1.0758
H 10.8859 9.0221 0.0215
H 9.7974 10.2862 0.6350
H 8.2505 8.1326 -2.4269
H 8.8589 6.8736 -1.3356
H 10.0031 7.9789 -2.1397
C -1.7270 -4.2493 1.4744
O -2.7710 -3.8696 1.9827
N -1.4634 -5.5223 1.0907
C -0.1968 -5.8910 0.4954
C -2.4823 -6.5458 1.2829
H -0.8912 -3.5591 1.2839
H -0.3769 -6.2981 -0.5030
H 0.2837 -6.6508 1.1175
H 0.4621 -5.0255 0.4149
H -3.3826 -6.2635 0.7311
H -2.7380 -6.6177 2.3510
H -2.1214 -7.5106 0.9272
C -4.9198 -0.7907 -3.8294
O -3.8294 -0.4795 -3.3891
N -5.9812 -1.1787 -3.0775
C -7.2557 -1.5363 -3.6703
C -5.8337 -1.2369 -1.6351
H -5.1353 -0.7807 -4.9097
H -8.0306 -0.8703 -3.2829
H -7.4969 -2.5678 -3.4064
H -7.2191 -1.4463 -4.7553
H -5.5637 -0.2474 -1.2589
H -5.0334 -1.9357 -1.3810
H -6.7640 -1.5629 -1.1717
C 0.3933 4.2035 -5.4260
O -0.8003 4.0224 -5.2801
N 1.1637 3.6084 -6.3716
C 2.5846 3.8733 -6.4834
C 0.5443 2.6790 -7.2974
H 0.9607 4.8889 -4.7754
H 2.7967 4.2837 -7.4737
H 3.1358 2.9396 -6.3509
H 2.9070 4.5870 -5.7254
H -0.2431 3.1931 -7.8530
H 0.0941 1.8568 -6.7370
H 1.2853 2.2857 -7.9921
C -11.0715 -2.1304 -4.0942
O -10.0698 -2.6440 -4.5522
N -11.3820 -2.0621 -2.7728
C -12.5988 -1.4316 -2.3017
C -10.4673 -2.6384 -1.8048
H -11.8322 -1.6646 -4.7410
H -12.3408 -0.6051 -1.6352
H -13.1960 -2.1659 -1.7558
H -13.1840 -1.0465 -3.1366
H -9.4939 -2.1521 -1.8932
H -10.3440 -3.7033 -2.0135
H -10.8516 -2.5059 -0.7943
C -3.6873 -6.3595 4.2881
O -3.8293 -7.3301 3.5623
N -3.9143 -6.3467 5.6262
C -3.7236 -5.1525 6.4245
C -4.3609 -7.5647 6.2746
H -3.3525 -5.3854 3.8949
H -2.9725 -5.3502 7.1934
H -4.6695 -4.8838 6.9008
H -3.3884 -4.3216 5.8038
H -3.6163 -8.3489 6.1179
H -5.3046 -7.8851 5.8281
H -4.4991 -7.3986 7.3425
C 11.2530 13.4441 0.6820
O 11.5573 12.6445 -0.1813
N 10.1756 14.2702 0.6362
C 9.8746 15.2006 1.7058
C 9.3002 14.2181 -0.5200
H 11.8504 13.5632 1.6001
H 8.8871 14.9721 2.1139
H 9.8770 16.2182 1.3082
H 10.6147 15.1278 2.5025
H 8.8910 13.2101 -0.6186
H 9.8752 14.4491 -1.4192
H 8.4866 14.9339 -0.4121
C -4.8045 -9.0022 10.0916
O -5.8507 -8.6409 10.5911
N -4.5177 -10.2726 9.7036
C -3.2424 -10.6262 9.1131
C -5.5204 -11.3050 9.8866
H -3.9767 -8.2974 9.9088
H -3.4096 -11.0328 8.1127
H -2.7550 -11.3807 9.7353
H -2.5942 -9.7530 9.0389
H -6.4226 -11.0345 9.3339
H -5.7719 -11.3804 10.9466
H -5.1467 -12.2639 9.5302
C 2.1205 -9.3648 -2.1136
O 1.6709 -10.0107 -1.1886
N 2.9600 -8.3030 -1.9899
C 3.4574 -7.5780 -3.1416
C 3.3694 -7.8844 -0.6629
H 1.8720 -9.5998 -3.1612
H 4.5487 -7.6319 -3.1568
H 3.1461 -6.5330 -3.0707
H 3.0669 -8.0038 -4.0658
H 3.8783 -8.7136 -0.1667
H 2.4830 -7.6212 -0.0816
H 4.0378 -7.0264 -0.7225
*
```

These are the Löwdin partial charges, in e, on atoms 1 to 5: atom 1 (C): -0.14, atom 2 (C): -0.74, atom 3 (Cl): 0.54, atom 4 (C): -0.35, atom 5 (Si): 0.71